Formula: C39H54F32O8S
Source: the Open Molecules 2025 dataset
Level of theory: the ωB97M-V functional and the def2-TZVPD basis

SMILES string: CCCCCCCC[C@@H]1C[C@](CCO)(CCCCC)COS1(=O)=O.FC(F)C(F)(F)COC(F)(F)C(F)F.FC(F)C(F)(F)COC(F)(F)C(F)F.FC(F)C(F)(F)COC(F)(F)C(F)F.FC(F)C(F)(F)COC(F)(F)C(F)F
Lowest unoccupied orbital energy: -0.0054 hartree
Gap between HOMO and LUMO: 10.347 eV
Relative energy (zero: lowest compared OMol25 entry of this formula, charge and spin): 0.0 kcal per mole
Spin multiplicity: 1
Total energy: -5714.2723 hartree
Charge: 0

CARTESIAN COORDINATES (ANGSTROEM)
C -0.517 -10.335 7.258
C -1.706 -9.429 6.866
C -1.553 -8.799 5.474
C -0.862 -7.436 5.549
C -0.871 -6.662 4.240
C 0.028 -5.401 4.296
C -0.732 -4.059 4.178
C -0.124 -3.080 3.157
C 0.184 -1.686 3.715
C 0.652 -0.686 2.630
C 2.163 -0.409 2.454
C 2.327 1.055 1.967
C 2.648 2.084 3.040
O 4.088 2.230 3.142
C 2.697 -1.324 1.323
C 4.231 -1.256 1.111
C 4.974 -2.523 1.506
C 6.488 -2.369 1.466
C 7.041 -1.600 2.680
C 2.975 -0.726 3.706
O 2.228 -0.541 4.932
S 1.233 -1.768 5.165
O 1.964 -2.995 5.190
O 0.462 -1.437 6.318
H 0.311 -10.191 6.565
H -0.139 -10.090 8.248
H -0.818 -11.379 7.237
H -2.634 -9.993 6.947
H -1.775 -8.644 7.619
H -2.522 -8.722 4.982
H -0.911 -9.457 4.887
H -1.285 -6.853 6.368
H 0.186 -7.626 5.794
H -1.884 -6.398 3.937
H -0.470 -7.320 3.466
H 0.548 -5.401 5.251
H 0.792 -5.474 3.526
H -1.776 -4.253 3.940
H -0.738 -3.599 5.165
H 0.765 -3.483 2.676
H -0.866 -2.887 2.381
H -0.750 -1.304 4.122
H 0.089 0.235 2.764
H 0.320 -1.097 1.676
H 1.378 1.352 1.517
H 3.066 1.138 1.172
H 2.247 3.048 2.725
H 2.253 1.793 4.011
H 4.303 2.234 4.085
H 2.418 -2.360 1.520
H 2.223 -0.995 0.399
H 4.406 -1.108 0.044
H 4.646 -0.367 1.588
H 4.684 -3.312 0.808
H 4.700 -2.887 2.498
H 6.836 -1.937 0.528
H 6.911 -3.375 1.505
H 7.889 -0.985 2.388
H 6.285 -0.938 3.102
H 7.362 -2.303 3.443
H 3.347 -1.746 3.658
H 3.846 -0.083 3.771
C -2.634 -2.608 -3.452
C -3.863 -2.812 -2.555
C -4.124 -1.784 -1.450
F -3.099 -1.714 -0.573
F -5.233 -2.155 -0.770
F -3.858 -4.061 -2.039
F -4.945 -2.718 -3.380
O -1.442 -3.321 -3.156
C -0.525 -2.867 -2.249
C -0.392 -3.792 -1.033
F -1.579 -3.995 -0.432
F 0.438 -3.202 -0.137
F -0.759 -1.589 -1.878
F 0.685 -2.889 -2.856
H -2.934 -3.010 -4.418
H -2.433 -1.551 -3.615
H -4.291 -0.795 -1.886
H 0.021 -4.756 -1.336
C -2.100 3.516 -6.379
C -2.956 2.421 -5.724
C -2.282 1.484 -4.719
F -1.269 0.788 -5.267
F -3.208 0.588 -4.280
F -3.599 1.708 -6.670
F -3.907 3.081 -4.997
O -1.563 3.287 -7.669
C -0.375 2.626 -7.870
C -0.557 1.308 -8.636
F -1.446 0.504 -8.022
F 0.634 0.671 -8.687
F 0.305 2.447 -6.719
F 0.381 3.411 -8.668
H -2.795 4.339 -6.537
H -1.338 3.884 -5.690
H -1.904 2.045 -3.860
H -0.905 1.516 -9.650
C 5.949 4.354 0.586
C 6.113 5.263 1.814
C 4.884 6.036 2.299
F 4.407 6.872 1.354
F 5.238 6.776 3.376
F 7.161 6.097 1.638
F 6.417 4.424 2.841
O 6.341 4.839 -0.690
C 5.509 5.584 -1.484
C 6.035 7.008 -1.716
F 6.261 7.643 -0.552
F 5.104 7.703 -2.412
F 4.238 5.587 -1.032
F 5.499 4.997 -2.704
H 6.641 3.535 0.767
H 4.953 3.913 0.555
H 4.095 5.338 2.594
H 6.965 6.969 -2.288
C -6.764 5.128 -4.297
C -6.222 6.339 -5.072
C -5.908 7.616 -4.288
F -7.000 8.102 -3.667
F -5.462 8.551 -5.158
F -7.030 6.618 -6.115
F -5.018 5.939 -5.588
O -8.162 4.902 -4.280
C -8.995 5.517 -3.379
C -10.003 6.457 -4.056
F -9.380 7.374 -4.820
F -10.701 7.103 -3.094
F -8.310 6.139 -2.398
F -9.735 4.544 -2.800
H -6.376 4.266 -4.837
H -6.337 5.077 -3.295
H -5.128 7.424 -3.546
H -10.687 5.878 -4.678

Atoms 1-3, force components in eV/Å:
C -0.27 0.32 -0.13
C 0.32 -0.12 0.25
C 0.06 0.10 0.47

---

Formula: C39H54FN8O2Y
Source: the Open Molecules 2025 dataset
Level of theory: the ωB97M-V functional and the def2-TZVPD basis

Lowest unoccupied orbital energy: 0.0130 hartree
Gap between HOMO and LUMO: 7.204 eV
Relative energy (zero: lowest compared OMol25 entry of this formula, charge and spin): 0.0 kcal per mole
Spin multiplicity: 1
Total energy: -2245.1871 hartree
Charge: 0

CARTESIAN COORDINATES (ANGSTROEM)
Y 0.490 -0.466 -0.573
C 1.586 -0.954 -3.923
C 0.099 -0.593 -3.966
C -0.842 -1.670 -3.409
N -0.394 -2.121 -2.095
C -0.107 -3.382 -1.878
C -0.012 -4.379 -2.890
C -0.114 -5.755 -2.824
C -0.423 -6.573 -1.742
C -0.478 -6.150 -0.425
C -0.109 -4.929 0.125
C 0.300 -3.712 -0.480
N 0.957 -2.767 0.163
C 1.460 -3.140 1.485
C 2.490 -2.180 2.065
C 2.003 -0.727 2.138
N 2.216 -0.051 0.867
C 3.424 0.335 0.500
C 4.502 0.365 1.404
C 5.864 0.594 1.244
C 6.590 0.885 0.108
C 6.044 1.094 -1.152
C 4.731 1.077 -1.579
C 3.505 0.759 -0.933
N 2.351 0.754 -1.566
C 2.268 1.291 -2.923
C 2.491 0.270 -4.041
H 1.829 -1.665 -4.716
H 1.820 -1.468 -2.989
H -0.194 -0.366 -4.992
H -0.078 0.328 -3.398
H -0.959 -2.482 -4.121
H -1.829 -1.225 -3.281
H 0.156 -3.990 -3.886
H 0.000 -6.262 -3.778
H -0.612 -7.620 -1.942
H -0.777 -6.901 0.298
H -0.125 -4.899 1.207
H 1.908 -4.136 1.436
H 0.627 -3.211 2.199
H 3.407 -2.206 1.475
H 2.736 -2.543 3.066
H 2.461 -0.204 2.977
H 0.921 -0.728 2.333
H 4.228 0.136 2.423
H 6.441 0.512 2.160
H 7.665 0.968 0.206
H 6.760 1.320 -1.937
H 4.625 1.291 -2.633
H 2.956 2.126 -3.064
H 1.275 1.721 -3.029
H 3.533 -0.060 -4.053
H 2.302 0.783 -4.991
C -1.646 -1.787 2.943
O -1.463 -1.669 1.546
C -2.472 -2.352 0.795
C -3.797 -1.639 0.772
O -3.690 -0.494 -0.038
C -4.911 0.207 -0.158
H -2.520 -1.232 3.295
H -0.760 -1.385 3.431
H -1.760 -2.838 3.226
H -2.605 -3.360 1.196
H -2.101 -2.428 -0.226
H -4.109 -1.356 1.784
H -4.553 -2.327 0.374
H -5.677 -0.414 -0.638
H -4.723 1.086 -0.773
H -5.283 0.528 0.822
F -2.216 4.010 -5.454
C -1.937 3.377 -4.287
C -2.682 2.278 -3.920
C -2.386 1.637 -2.720
C -1.354 2.071 -1.870
C -1.028 1.356 -0.607
C -0.645 3.204 -2.289
C -0.923 3.855 -3.488
H -3.485 1.933 -4.565
H -2.971 0.768 -2.423
H -1.949 0.951 -0.176
H -0.582 2.041 0.113
H 0.154 3.582 -1.658
H -0.363 4.729 -3.802
C 0.209 2.292 3.488
N -0.724 2.394 2.363
C -0.920 3.817 2.059
N -1.442 4.561 3.215
C -0.492 4.404 4.325
N -0.278 2.994 4.685
C -1.581 2.416 5.043
N -2.565 2.520 3.956
C -2.013 1.835 2.776
C -2.713 3.945 3.617
H 1.172 2.712 3.191
H 0.352 1.236 3.736
H -1.619 3.905 1.226
H 0.037 4.249 1.759
H -0.877 4.934 5.196
H 0.463 4.844 4.040
H -1.969 2.934 5.922
H -1.442 1.363 5.292
H -2.715 1.927 1.945
H -1.881 0.776 3.005
H -3.102 4.476 4.487
H -3.427 4.041 2.800

Atoms 1-3, force components in eV/Å:
Y 0.65 -0.11 -0.24
C -0.14 0.10 -0.11
C 0.05 -0.12 0.15

---

- Which value of total energy does entry 1 give?
  -5714.2723 hartree

---

- spin multiplicity of number 1 (C39H54F32O8S)?
  1

---

- Look up the gap between HOMO and LUMO of the second one.
  7.204 eV